{
  "formula": "C45H33F4N7O7Sb2Sn",
  "method": "ωB97M-V with the def2-TZVPD basis set",
  "elements": ["Sn", "O", "C", "O", "C", "C", "C", "C", "C", "N", "C", "O", "O", "H", "H", "H", "O", "C", "C", "C", "C", "C", "C", "C", "O", "N", "N", "C", "C", "C", "C", "C", "C", "C", "O", "H", "H", "H", "H", "H", "H", "H", "H", "H", "H", "C", "Sb", "C", "C", "C", "C", "C", "C", "C", "C", "C", "Sb", "C", "C", "H", "H", "H", "H", "H", "H", "H", "H", "H", "H", "H", "H", "H", "H", "H", "H", "H", "H", "H", "H", "F", "C", "C", "F", "C", "C", "C", "F", "C", "C", "C", "N", "C", "N", "F", "C", "C", "N", "C", "N"],
  "positions_angstrom": [[-1.4041, -1.9641, 2.6199], [-4.0643, -5.2903, 1.8328], [-3.2449, -4.3464, 1.7293], [-2.7819, -3.7360, 2.8120], [-2.6918, -3.9113, 0.4131], [-2.9688, -4.5800, -0.7849], [-2.1996, -4.2913, -1.8851], [-1.1840, -3.3118, -1.8076], [-1.1242, -2.5673, -0.6067], [-1.7807, -2.9372, 0.5060], [-0.2739, -1.3645, -0.4885], [0.2434, -0.8333, -1.4900], [-0.0049, -0.9995, 0.7912], [-3.7929, -5.3452, -0.8749], [-2.3922, -4.8710, -2.8011], [-0.5844, -2.9902, -2.6335], [3.3996, -4.6251, 4.7962], [3.0808, -5.4151, 3.8106], [3.8388, -6.5906, 3.5014], [3.2187, -7.6195, 2.7960], [1.9592, -7.4648, 2.2621], [1.2730, -6.3038, 2.4004], [1.8212, -5.2430, 3.1380], [1.0396, -3.9983, 3.1786], [0.0328, -3.7975, 2.4123], [1.5192, -3.0984, 4.0663], [0.8131, -1.9932, 4.1197], [1.2109, -1.2459, 5.1684], [1.1330, 0.1899, 5.3030], [1.1522, 0.6545, 6.5994], [1.4869, 1.9938, 6.7911], [1.5458, 2.8010, 5.6708], [1.3655, 2.3862, 4.3466], [1.0477, 1.0714, 4.1257], [0.5850, 0.5486, 2.9745], [2.8440, -3.7682, 4.6407], [4.8591, -6.7404, 3.9268], [3.7406, -8.5584, 2.5357], [1.6019, -8.2702, 1.6356], [0.2484, -6.1867, 1.9593], [1.7500, -1.7429, 6.0447], [0.9179, -0.0511, 7.4175], [1.7430, 2.4089, 7.7657], [1.6970, 3.8518, 5.9026], [1.4518, 3.1211, 3.5274], [0.4366, 2.5669, 0.7636], [1.4476, 0.6157, 1.0467], [3.3567, -0.0501, 1.8073], [3.1062, 0.9685, -1.5153], [3.6377, 2.0013, -2.3286], [4.7221, 2.7969, -1.8344], [5.3006, 3.7516, -2.7081], [4.8224, 3.8673, -3.9968], [3.7959, 3.1157, -4.5072], [3.1390, 2.1351, -3.7139], [2.1014, 1.2459, -4.1848], [0.0294, 2.0047, -3.6864], [-0.7714, 0.1945, -4.4603], [-0.1100, 3.2786, -5.4976], [-0.5936, 2.4502, 0.5299], [0.9875, 3.1095, 0.0021], [0.5214, 3.0956, 1.7213], [3.2275, -0.1271, 2.9167], [4.1577, 0.6370, 1.5406], [3.6582, -1.0515, 1.4892], [2.1444, 0.4916, -1.7845], [3.8203, 0.4042, -0.8250], [5.0820, 2.6460, -0.8084], [5.9980, 4.4252, -2.3113], [5.3358, 4.6194, -4.6124], [3.4822, 3.2825, -5.5710], [2.2638, 0.2510, -3.6432], [1.9993, 1.0940, -5.2719], [-1.8425, 0.2675, -4.5712], [-0.5868, -0.5167, -3.6946], [-0.2221, -0.0534, -5.3644], [0.5585, 4.1337, -5.4154], [-1.1325, 3.6739, -5.5637], [0.2006, 2.6764, -6.3581], [-3.1680, 3.4857, 0.3194], [-4.0550, 3.2451, -0.6544], [-4.4283, 4.3636, -1.3660], [-3.7679, 5.5313, -1.0641], [-5.3654, 4.3950, -2.4794], [-6.0470, 3.1425, -2.5739], [-5.6164, 1.9938, -1.9210], [-6.3761, 0.8740, -2.0397], [-4.5632, 1.9756, -1.0358], [-3.9491, 0.7391, -0.6815], [-3.3676, 0.4813, 0.5764], [-2.8382, -0.0590, 1.4578], [-3.5689, -0.1277, -1.7128], [-3.1494, -0.9663, -2.4366], [-7.0820, 2.9885, -3.4347], [-5.6199, 5.5774, -3.2789], [-5.9673, 6.7915, -2.6930], [-6.3446, 7.7996, -2.2339], [-5.4845, 5.5149, -4.6605], [-5.4426, 5.2774, -5.8254]],
  "forces_ev_per_a": [[-0.60, -0.68, 0.84], [1.39, 1.57, -1.25], [-1.49, -1.36, 3.77], [-0.39, -0.18, -2.31], [0.58, -0.08, 0.10], [-0.93, -0.52, 0.21], [0.93, 0.12, -0.63], [-1.43, 0.56, 1.34], [-0.37, -1.24, -0.38], [-0.49, -0.04, -1.44], [2.27, 1.19, -1.05], [-1.00, -0.85, 2.35], [0.84, 0.77, -1.35], [1.10, 1.03, 0.55], [0.32, 0.54, 0.36], [0.14, -0.02, -0.32], [1.29, 1.58, 0.24], [-1.38, -2.08, -1.14], [-0.03, 0.12, 0.82], [1.23, 0.08, -0.32], [0.10, -1.26, -0.68], [-1.13, 1.26, -0.15], [0.07, -0.80, -0.61], [-0.24, 1.25, 0.35], [0.97, -0.26, 0.64], [-0.06, -2.98, -0.61], [1.77, 3.86, 2.64], [-0.76, -2.11, -1.23], [-1.58, -0.18, -1.64], [0.64, 0.54, 0.39], [-0.40, -0.21, -0.02], [0.52, 0.98, 0.41], [0.08, 0.99, 0.07], [-0.11, -1.82, 0.99], [0.95, 0.07, -0.65], [-0.18, -0.45, 0.47], [-1.02, 0.31, -0.25], [-0.05, 0.65, 0.46], [-0.39, -0.05, 0.11], [1.20, 0.07, 0.42], [-0.50, 0.33, -1.48], [0.64, 0.46, -0.43], [-0.49, -0.07, -0.16], [0.26, 0.03, -0.45], [-0.28, -0.48, 0.58], [1.41, 0.21, 1.21], [-1.07, 0.51, -1.03], [-0.03, -0.43, 1.94], [-0.79, -2.02, 2.15], [0.29, 0.75, -0.64], [-0.41, 0.32, -1.79], [-1.65, -1.90, 1.47], [1.01, 1.22, -0.41], [-1.30, -1.00, -0.59], [2.08, 1.54, 1.10], [-0.99, -1.45, 0.41], [0.54, 0.35, -0.18], [0.08, 0.76, -0.38], [0.09, -0.48, 0.58], [-0.87, -0.45, -0.33], [0.00, -0.21, -0.26], [-0.13, -0.17, -0.23], [0.24, 0.23, -0.77], [-0.23, 0.26, -0.06], [-0.46, 0.09, -0.39], [1.23, -0.19, 0.01], [-1.15, 0.74, -1.19], [-0.23, 0.14, -0.47], [1.16, 0.76, 0.23], [-0.47, -0.34, 0.01], [0.25, -0.31, 1.12], [-0.73, 1.18, -1.12], [0.47, 0.18, 0.39], [-0.22, -0.04, -0.33], [0.18, -0.74, 0.62], [-0.24, -0.10, -0.22], [0.12, -0.02, 0.16], [0.24, -0.34, -0.20], [-0.36, 0.16, 0.00], [0.54, -0.93, 0.29], [-1.14, 0.37, -1.31], [-0.68, 1.29, -1.53], [-0.54, -0.83, -0.18], [0.48, -1.96, 2.39], [0.65, 0.90, -0.87], [-0.94, 0.43, 0.06], [0.42, 0.13, -0.42], [0.54, 1.71, 0.68], [0.58, -0.33, 1.08], [-0.24, -1.04, -1.33], [0.04, 0.52, 0.40], [1.16, -2.44, -0.83], [-1.01, 1.84, 1.16], [0.30, 0.25, 0.26], [0.19, 0.17, 0.10], [-0.66, 1.30, 0.58], [0.49, -0.81, -0.31], [-0.42, -1.34, -3.27], [0.17, 0.90, 2.67]],
  "lumo_ha": 0.04632,
  "e_homo_ha": -0.076,
  "charge": -2,
  "gap_ev": 3.323,
  "relative_energy_ev": 5.410
}

=====

{
  "formula": "C15H26FeNO2P",
  "method": "ωB97M-V with the def2-TZVPD basis set",
  "elements": ["C", "C", "C", "C", "C", "C", "C", "C", "N", "Fe", "C", "P", "H", "H", "H", "H", "H", "H", "H", "H", "C", "C", "H", "C", "C", "H", "H", "H", "H", "H", "H", "H", "H", "H", "H", "H", "H", "H", "H", "C", "O", "C", "O", "H", "H", "H"],
  "positions_angstrom": [[2.2284, -2.0149, -3.9160], [1.0341, -1.3131, -4.0196], [0.3799, -0.7610, -2.8848], [1.0088, -0.8479, -1.6324], [2.1636, -1.6264, -1.5306], [2.8108, -2.1529, -2.6554], [-0.8865, -0.0007, -3.1864], [-2.3572, -0.3499, -2.7262], [-2.7148, -1.2577, -1.6691], [0.9855, 0.3207, 0.1963], [2.7247, -1.8460, -0.1467], [1.2859, -1.6804, 1.0519], [0.5940, -1.1709, -5.0080], [3.7526, -2.6838, -2.5275], [2.7097, -2.4387, -4.7983], [3.4584, -1.0745, 0.1351], [3.1610, -2.8394, -0.0012], [-0.7475, 1.0492, -2.8980], [-0.9742, 0.0288, -4.2840], [-2.8477, 0.6057, -2.4694], [1.9728, -1.5944, 2.7004], [0.6162, -3.3570, 0.9374], [-2.8704, -0.7204, -3.6367], [-2.1416, -2.5824, -1.5886], [-3.3328, -0.7355, -0.4536], [1.0999, 0.8879, 1.8045], [-2.8278, -3.3352, -2.0307], [-1.1893, -2.6195, -2.1539], [-2.0248, -2.8528, -0.5158], [-4.4362, -0.8792, -0.4652], [-2.9538, -1.3137, 0.4167], [-3.1319, 0.3516, -0.3530], [1.3280, -4.0930, 1.3388], [-0.3104, -3.4340, 1.5150], [0.3880, -3.6500, -0.0935], [2.6811, -2.3980, 2.8983], [2.4470, -0.6204, 2.8184], [1.1447, -1.6385, 3.4110], [0.3675, 0.6044, 1.7440], [0.1337, 4.2569, -0.8569], [0.5424, 2.9031, -0.6006], [-0.3296, 1.9138, -0.2654], [-1.5526, 1.9738, -0.3988], [0.7110, 4.5310, -1.7371], [0.4626, 4.8568, -0.0060], [-0.9433, 4.3607, -1.0303]],
  "forces_ev_per_a": [[0.21, 0.23, 0.46], [-0.39, -0.09, 0.45], [0.50, -0.18, -0.87], [0.06, 0.18, 0.52], [0.35, -0.06, -0.77], [-0.24, -0.39, 0.14], [-0.39, 0.81, -0.14], [-0.67, -0.30, -0.40], [0.71, 0.27, 1.12], [-1.99, 1.70, -3.53], [-0.10, 0.22, 0.90], [0.45, -2.40, -0.43], [-0.01, -0.12, 0.26], [-0.14, -0.03, -0.10], [-0.11, 0.18, 0.22], [0.14, -0.25, -0.10], [0.21, 0.16, -0.08], [0.19, -0.18, 0.16], [0.08, 0.04, 0.31], [0.29, -0.37, -0.22], [0.33, -0.20, 0.48], [-0.38, -0.69, 0.16], [0.21, 0.23, 0.08], [-0.43, 0.06, -0.39], [-0.20, -0.01, -0.32], [0.32, 0.38, 1.21], [0.29, 0.04, 0.12], [-0.35, -0.16, 0.53], [0.31, 0.04, -0.69], [0.37, 0.04, 0.06], [-0.11, 0.59, -0.25], [0.01, -0.78, 0.16], [-0.08, 0.25, -0.04], [0.09, 0.01, -0.06], [0.07, 0.35, 0.12], [0.05, 0.05, 0.17], [0.18, -0.10, 0.13], [0.07, -0.08, 0.06], [-0.03, 0.45, 0.57], [0.12, -0.10, -0.22], [-0.11, 0.41, 0.27], [-1.58, -1.30, -0.11], [1.80, 0.88, 0.13], [-0.22, 0.35, -0.06], [-0.19, 0.06, -0.09], [0.28, -0.20, 0.07]],
  "lumo_ha": [-0.00163, -0.01519],
  "s2": 6.03,
  "e_homo_ha": [-0.241, -0.256],
  "multiplicity": 5,
  "charge": 0,
  "gap_ev": [6.509, 6.551]
}

=====

These records have F_max values of 5.00; 4.40 eV/A, in the order they appear.